This record from the Open Molecules 2025 dataset describes a single C4H5NO2 molecule. The level of theory is ωB97M-V with the def2-TZVPD basis set.

As for the energy relative to the best compared isomer or geometry (same formula, charge and spin): 28.5 kcal/mol. For the total energy, the calculation gives -9813.079 eV. Its HOMO-LUMO gap is 10.60 eV. Its charge is 0. Its structure (SMILES) is O=C[C@H]1CN=CO1.

Each line ends with the Löwdin charge.
CARTESIAN COORDINATES (ANGSTROEM)
O1 0.747 -1.280 -2.176  0.07
C1 0.428 -0.225 -1.692  -0.20
C2 -0.456 -0.146 -0.465  -0.24
C3 0.179 -0.801 0.792  -0.14
N1 0.163 0.254 1.800  0.07
C4 -0.255 1.292 1.216  -0.22
O2 -0.633 1.227 -0.084  -0.02
H1 0.772 0.761 -2.079  0.14
H2 -1.440 -0.567 -0.697  0.16
H3 -0.372 -1.684 1.124  0.12
H4 1.212 -1.106 0.599  0.12
H5 -0.345 2.274 1.661  0.13

Force components x, y, z for each atom (eV/Å):
-0.055 0.388 0.022
-0.006 -0.145 0.099
-0.068 -0.158 -0.048
0.045 -0.297 -0.207
-0.062 0.411 -0.143
0.084 -0.115 0.393
0.027 0.054 -0.079
-0.017 -0.255 -0.037
0.136 0.007 -0.041
0.069 0.182 -0.022
-0.114 -0.035 0.055
-0.038 -0.036 0.008



This record from the Open Molecules 2025 dataset describes a single C4H5NO2 molecule at a distorted geometry. The level of theory is ωB97M-V with the def2-TZVPD basis set.

As for the energy relative to the best compared isomer or geometry (same formula, charge and spin): 58.9 kcal/mol. For the total energy, the calculation gives -9811.759 eV. Its HOMO-LUMO gap is 10.86 eV. Its charge is 0. Its structure (SMILES) is O=C1CCN=CO1.

Each line ends with the Löwdin charge.
CARTESIAN COORDINATES (ANGSTROEM)
O1 0.728 2.343 0.459  0.12
C1 0.473 1.216 0.141  -0.55
C2 -0.833 0.604 0.016  -0.04
C3 -0.870 -0.866 -0.319  -0.21
N1 0.143 -1.518 0.506  0.07
C4 1.262 -0.941 0.397  -0.20
O2 1.484 0.268 -0.225  0.04
H1 -0.427 1.230 -1.056  0.24
H2 -1.609 0.957 0.726  0.15
H3 -0.584 -0.959 -1.373  0.12
H4 -1.851 -1.343 -0.194  0.12
H5 2.171 -1.386 0.787  0.13

Force components x, y, z for each atom (eV/Å):
0.475 -0.476 -0.232
1.247 -0.440 1.998
0.132 1.287 -1.896
0.243 0.183 -0.030
0.691 -0.251 -0.632
-0.263 -0.592 0.261
-0.045 0.582 0.280
-3.251 -1.055 1.050
0.487 0.550 -1.181
-0.085 -0.349 0.128
0.336 0.384 0.131
0.033 0.177 0.123



This record from the Open Molecules 2025 dataset describes 2 unconnected molecules or ions with the total composition C4H5NO2 at a distorted geometry. The level of theory is ωB97M-V with the def2-TZVPD basis set.

As for the energy relative to the best compared isomer or geometry (same formula, charge and spin): 93.1 kcal/mol. For the total energy, the calculation gives -9810.280 eV. Its HOMO-LUMO gap is 9.77 eV. Its charge is 0. Its structure (SMILES) is OC1=NC1.C=C=O.

Each line ends with the Löwdin charge.
CARTESIAN COORDINATES (ANGSTROEM)
O1 2.229 -0.616 1.452  0.12
C1 1.455 -0.227 0.425  -0.48
N1 0.830 -0.594 -0.594  0.17
C2 1.026 0.951 -0.262  -0.05
H1 2.065 -1.423 1.952  0.12
H2 0.131 1.471 0.061  0.07
H3 1.905 1.528 -0.771  0.12
C3 -2.091 -0.371 -0.941  0.00
C4 -1.768 -0.033 0.253  -0.34
O2 -1.511 0.245 1.367  0.13
H4 -1.217 -0.702 -1.647  0.11
H5 -3.051 -0.229 -1.295  0.03

Force components x, y, z for each atom (eV/Å):
-0.185 0.974 -0.305
0.154 -0.530 0.664
0.738 0.297 0.389
2.248 0.419 -0.351
-0.528 -0.311 -0.719
0.292 0.228 -0.145
-2.110 -0.941 0.440
3.150 -1.104 -2.404
0.208 0.395 2.732
-0.248 -0.281 -1.284
-1.954 0.636 1.587
-1.764 0.216 -0.605



This record from the Open Molecules 2025 dataset describes a single C4H5NO2 molecule at a distorted geometry. The level of theory is ωB97M-V with the def2-TZVPD basis set.

As for the energy relative to the best compared isomer or geometry (same formula, charge and spin): 90.8 kcal/mol. For the total energy, the calculation gives -9810.379 eV. Its HOMO-LUMO gap is 9.56 eV. Its charge is 0. Its structure (SMILES) is O=C=CC/C=N\O.

Each line ends with the Löwdin charge.
CARTESIAN COORDINATES (ANGSTROEM)
O1 -3.201 -0.183 -0.361  0.16
C1 -2.126 -0.127 0.110  -0.18
C2 -0.961 0.147 0.617  -0.13
C3 0.066 0.951 -0.135  -0.19
C4 0.987 0.129 -0.997  -0.15
N1 1.606 -0.941 -0.566  0.00
O2 1.453 -1.181 0.850  -0.13
H1 -0.527 -0.317 1.523  0.12
H2 0.863 1.325 0.686  0.17
H3 -0.367 1.738 -0.739  0.10
H4 1.257 0.452 -2.048  0.13
H5 0.950 -1.992 1.061  0.10

Force components x, y, z for each atom (eV/Å):
1.237 -0.368 0.538
-1.756 0.613 -0.551
1.202 -0.435 0.966
2.346 0.338 1.310
1.114 -1.896 0.644
-0.764 0.926 -0.931
-0.277 0.760 -0.070
-1.074 0.158 -0.665
-2.127 -0.113 -1.727
0.050 0.425 0.227
-0.410 -0.664 1.298
0.459 0.256 -1.040



This record from the Open Molecules 2025 dataset describes a single C4H5NO2 molecule. The level of theory is ωB97M-V with the def2-TZVPD basis set.

As for the energy relative to the best compared isomer or geometry (same formula, charge and spin): 16.9 kcal/mol. For the total energy, the calculation gives -9813.580 eV. Its HOMO-LUMO gap is 9.59 eV. Its charge is 0. Its structure (SMILES) is NC1=CCOC1=O.

Each line ends with the Löwdin charge.
CARTESIAN COORDINATES (ANGSTROEM)
N1 -1.986 -0.172 -0.159  0.12
C1 -0.617 -0.071 -0.175  -0.27
C2 0.377 -0.968 -0.201  0.00
C3 1.597 -0.232 0.260  -0.16
O1 1.357 1.138 -0.094  0.04
C4 0.023 1.278 -0.286  -0.44
O2 -0.515 2.312 -0.582  0.13
H1 -2.326 -1.023 0.266  0.10
H2 -2.428 0.657 0.222  0.10
H3 0.379 -2.007 -0.494  0.11
H4 2.544 -0.593 -0.133  0.12
H5 1.641 -0.255 1.358  0.13

Force components x, y, z for each atom (eV/Å):
-0.062 -0.061 -0.107
0.134 -0.049 -0.113
-0.123 0.112 0.115
0.226 -0.153 -0.055
-0.108 0.105 0.080
-0.273 0.297 0.030
0.226 -0.340 0.340
-0.023 0.143 -0.123
-0.028 -0.068 -0.294
-0.244 -0.106 0.556
0.037 0.296 -0.249
0.237 -0.177 -0.180



This record from the Open Molecules 2025 dataset describes a molecular structure, C4H5NO2 at a distorted geometry. The level of theory is ωB97M-V with the def2-TZVPD basis set.

As for the energy relative to the best compared isomer or geometry (same formula, charge and spin): 75.8 kcal/mol. For the total energy, the calculation gives -9811.028 eV. Its HOMO-LUMO gap is 8.62 eV. Its charge is 0.

Each line ends with the Löwdin charge.
CARTESIAN COORDINATES (ANGSTROEM)
C1 1.347 0.949 -0.581  -0.03
C2 0.205 0.370 0.125  -0.24
C3 -0.219 -0.899 0.463  -0.39
O1 0.523 -2.006 0.354  0.10
N1 -1.555 -0.951 0.812  0.20
C4 -1.719 0.231 0.342  -0.28
O2 -0.910 1.241 0.405  0.12
H1 1.076 1.360 -1.558  0.08
H2 1.811 1.763 -0.016  0.08
H3 2.085 0.160 -0.730  0.09
H4 -0.062 -2.744 0.605  0.13
H5 -2.580 0.526 -0.222  0.14

Force components x, y, z for each atom (eV/Å):
0.656 0.140 0.229
1.711 -1.502 1.203
3.386 1.484 -0.195
-0.283 -0.777 0.396
0.726 0.229 -1.728
-7.175 1.623 1.698
2.028 -1.418 -1.933
-0.102 -0.102 0.005
0.088 -0.073 0.010
0.055 0.111 -0.025
0.387 0.235 -0.195
-1.477 0.052 0.534



This record from the Open Molecules 2025 dataset describes a single C4H5NO2 molecule at a distorted geometry. The level of theory is ωB97M-V with the def2-TZVPD basis set.

As for the energy relative to the best compared isomer or geometry (same formula, charge and spin): 25.1 kcal/mol. For the total energy, the calculation gives -9813.226 eV. Its HOMO-LUMO gap is 9.67 eV. Its charge is 0. Its structure (SMILES) is Cc1coc(=O)[nH]1.

Each line ends with the Löwdin charge.
CARTESIAN COORDINATES (ANGSTROEM)
C1 -1.540 -0.368 -0.596  -0.03
C2 -0.136 0.061 -0.393  -0.30
C3 0.367 1.285 -0.220  -0.05
O1 1.706 1.192 0.165  0.06
C4 1.722 -0.051 0.730  -0.53
O2 2.179 -0.286 1.806  0.16
N1 0.906 -0.857 -0.084  0.15
H1 -1.651 -0.975 -1.499  0.09
H2 -1.887 -0.959 0.261  0.09
H3 -2.174 0.516 -0.684  0.09
H4 -0.113 2.166 0.164  0.13
H5 0.621 -1.724 0.352  0.15

Force components x, y, z for each atom (eV/Å):
-0.075 -0.002 -0.062
-0.163 0.270 0.066
-0.358 -0.046 0.117
-0.076 0.068 0.610
0.283 -0.323 0.654
0.625 -0.435 -0.617
-0.092 0.064 0.289
-0.009 0.059 0.081
0.032 0.057 -0.145
0.034 -0.147 -0.035
-0.261 0.438 -0.901
0.058 -0.003 -0.057



This record from the Open Molecules 2025 dataset describes a single C4H5NO2 molecule at a distorted geometry. The level of theory is ωB97M-V with the def2-TZVPD basis set.

As for the energy relative to the best compared isomer or geometry (same formula, charge and spin): 48.7 kcal/mol. For the total energy, the calculation gives -9812.202 eV. Its HOMO-LUMO gap is 11.14 eV. Its charge is 0. Its structure (SMILES) is C[C@H]1C=NOC1=O.

Each line ends with the Löwdin charge.
CARTESIAN COORDINATES (ANGSTROEM)
C1 0.824 0.795 -0.863  -0.02
C2 -0.165 0.421 0.274  -0.27
C3 -1.254 -0.316 -0.260  -0.15
N1 -1.321 -1.571 0.039  0.13
O1 -0.320 -1.779 1.059  0.02
C4 0.417 -0.640 1.222  -0.43
O2 1.246 -0.507 2.088  0.13
H1 1.686 1.250 -0.426  0.07
H2 1.040 -0.255 -1.320  0.13
H3 0.323 1.359 -1.713  0.10
H4 -0.429 1.217 0.884  0.14
H5 -2.048 0.027 -0.985  0.15

Force components x, y, z for each atom (eV/Å):
-1.370 -2.324 -1.413
2.197 -0.715 -0.230
-3.297 -2.158 -1.896
0.434 1.601 0.652
0.331 -0.139 -0.518
0.057 0.470 1.092
-0.611 -0.309 -1.170
0.615 0.349 -0.188
0.304 1.959 0.559
0.728 -0.299 1.353
-0.558 1.816 0.980
1.172 -0.251 0.777



This record from the Open Molecules 2025 dataset describes a molecular structure, C4H5NO2. The level of theory is ωB97M-V with the def2-TZVPD basis set.

As for the energy relative to the best compared isomer or geometry (same formula, charge and spin): 103.7 kcal/mol. For the total energy, the calculation gives -9809.816 eV. Its HOMO-LUMO gap (alpha / beta) is 8.80 / 8.80 eV. Its charge is 0.

Each line ends with the Löwdin charge.
CARTESIAN COORDINATES (ANGSTROEM)
O1 1.606 -1.723 1.462  0.04
C1 1.063 -0.636 1.498  -0.23
C2 0.386 -0.055 0.352  -0.27
C3 -0.269 -0.744 -0.799  -0.15
N1 -0.544 0.562 -1.498  0.02
C4 -1.041 1.296 -0.494  -0.20
O2 -0.538 0.977 0.665  0.05
H1 1.101 0.008 2.402  0.13
H2 0.651 0.742 -1.039  0.22
H3 0.403 -1.353 -1.401  0.13
H4 -1.202 -1.286 -0.579  0.13
H5 -1.616 2.212 -0.570  0.15

Force components x, y, z for each atom (eV/Å):
-0.174 0.354 0.043
0.100 -0.155 -0.094
0.068 -0.322 0.130
0.122 -0.170 0.040
-0.170 0.194 0.035
0.112 0.027 -0.058
-0.091 0.065 -0.103
-0.004 -0.098 -0.072
-0.032 0.055 -0.037
-0.098 0.094 0.104
0.101 0.075 0.001
0.065 -0.119 0.010



This record from the Open Molecules 2025 dataset describes a molecular structure, C4H5NO2 at a distorted geometry. The level of theory is ωB97M-V with the def2-TZVPD basis set.

As for the energy relative to the best compared isomer or geometry (same formula, charge and spin): 107.9 kcal/mol. For the total energy, the calculation gives -9809.637 eV. Its HOMO-LUMO gap is 9.56 eV. Its charge is 0.

Each line ends with the Löwdin charge.
CARTESIAN COORDINATES (ANGSTROEM)
C1 1.287 1.011 0.619  -0.01
C2 0.386 1.890 0.135  -0.21
C3 -0.354 -0.398 -0.069  0.00
C4 -1.255 -1.399 -0.605  -0.01
N1 0.826 -0.305 0.457  -0.27
O1 1.494 -1.306 0.822  -0.05
O2 -0.707 1.400 -0.372  0.02
H1 2.237 1.160 1.086  0.12
H2 0.493 2.966 0.130  0.13
H3 -1.347 -1.324 -1.690  0.09
H4 -0.812 -2.364 -0.351  0.10
H5 -2.249 -1.332 -0.162  0.09

Force components x, y, z for each atom (eV/Å):
-0.074 0.673 -0.099
0.770 -0.142 0.365
-0.558 4.459 -0.619
-0.162 -0.028 -0.097
-1.009 0.450 -0.357
0.639 -0.922 0.299
0.124 -4.496 0.350
0.158 -0.026 0.057
-0.002 0.075 0.031
0.059 -0.012 0.015
0.014 -0.010 0.013
0.041 -0.021 0.042